Computed, not measured: an isolated molecule of C5H8O, with wB97M-V/def2-TZVPD.

Each line ends with the Mulliken charge.
Positions of all 14 atoms, in Å:
O 1.0906 0.6938 1.0316  -0.384
C -0.3498 -0.1342 -0.7825  0.356
C 0.1699 -0.3194 1.5019  -0.405
C 0.9727 0.6490 -0.5033  -0.380
C -1.1259 -0.0842 0.5531  -0.437
C -0.7494 -0.7773 -1.9142  -0.851
H -0.2065 -0.6758 -2.9288  0.225
H -2.0776 -0.8016 0.5736  0.326
H 1.8410 0.1054 -0.9407  0.293
H -1.5265 0.9991 0.6714  0.216
H 0.5394 -1.4293 1.2362  0.221
H -1.7057 -1.2784 -1.9436  0.283
H 0.9224 1.8116 -0.6726  0.223
H -0.0159 -0.2846 2.6215  0.313

Atoms 1-6, force components in eV/Å:
O -1.0 -1.8 -1.4
C -0.5 0.2 -0.5
C -1.0 -1.5 -0.7
C -0.7 1.2 1.6
C -0.4 -0.1 -0.2
C 1.5 1.6 -0.2

Computed properties:
SMILES string   C=C1CCOC1
Molecular weight   84.1 g mol⁻¹
Kohn-Sham gap   10.58 eV
Relative energy (zero: lowest compared OMol25 entry of this formula, charge and spin)   2.477 eV